1.
Molecular formula: C6H8N2O
Method: DFT, ωB97M-V/def2-TZVPD

The LUMO energy comes out at 0.033 Ha. As for the net charge: 0. The gap between HOMO and LUMO is 10.2 eV. The calculation puts the energy relative to the best compared isomer or geometry (same formula, charge and spin) at 1.667 eV.

Atoms and positions in Å:
O1 1.266 -0.076 -2.172
N1 1.240 1.861 -0.877
N2 -0.420 0.361 -0.701
C1 -0.457 0.458 0.795
C2 0.460 -1.538 0.386
C3 -1.680 -0.534 0.700
C4 -0.729 -1.066 -0.419
C5 0.739 0.679 -1.373
C6 0.648 -0.531 1.230
H1 1.028 -2.460 0.275
H2 2.025 2.333 -1.359
H3 -0.470 1.427 1.235
H4 -1.106 -1.692 -1.238
H5 -1.803 -1.200 1.557
H6 0.564 2.471 -0.454
H7 1.291 -0.398 2.086
H8 -2.594 -0.097 0.326



2.
Molecular formula: C6H8N2O
Method: DFT, ωB97M-V/def2-TZVPD

Its SMILES is CC(=O)c1nccn1C. The LUMO energy comes out at 0.029 Ha. As for the net charge: 0. The gap between HOMO and LUMO is 9.5 eV. The calculation puts the energy relative to the best compared isomer or geometry (same formula, charge and spin) at 2.700 eV.

Atoms and positions in Å:
O1 1.316 0.495 -1.715
N1 0.247 -0.888 0.629
N2 -1.564 0.168 0.120
C1 0.157 2.431 -0.913
C2 1.642 -1.321 0.641
C3 -1.893 -0.765 1.026
C4 -0.680 -1.458 1.404
C5 0.443 0.975 -1.040
C6 -0.265 0.078 -0.114
H1 0.303 2.969 -0.125
H2 2.229 -0.534 1.215
H3 -0.694 -2.160 2.170
H4 0.491 2.877 -1.745
H5 2.210 -1.312 -0.108
H6 -1.030 2.720 -0.976
H7 -2.958 -0.768 1.099
H8 1.720 -2.359 0.926



3.
Molecular formula: C6H8N2O2
Method: DFT, ωB97M-V/def2-TZVPD

Its SMILES is c1ncc([C@H]2CO2)cn1.O. The LUMO energy comes out at 0.016 Ha. As for the net charge: 0. The gap between HOMO and LUMO is 10.4 eV. The calculation puts the energy relative to the best compared isomer or geometry (same formula, charge and spin) at 2.037 eV.

Atoms and positions in Å:
O1 0.401 0.796 2.374
O2 -1.807 2.381 -1.228
N1 -0.397 -2.581 -0.138
N2 1.421 -1.875 -1.482
C1 -0.509 1.519 1.572
C2 0.498 -2.756 -1.109
C3 0.652 0.866 0.951
C4 -0.377 -1.413 0.500
C5 1.466 -0.725 -0.810
C6 0.568 -0.424 0.213
H1 -1.515 1.128 1.292
H2 0.459 -3.701 -1.657
H3 -1.124 -1.269 1.286
H4 2.224 0.002 -1.116
H5 -0.492 2.601 1.726
H6 -0.834 2.370 -1.412
H7 -2.147 1.592 -1.655
H8 1.513 1.489 0.695



4.
Molecular formula: C6H8N2O3
Method: DFT, ωB97M-V/def2-TZVPD

Its SMILES is C#CC[C@@H](NC(N)=O)C(=O)O. The LUMO energy comes out at 0.016 Ha. As for the net charge: 0. The gap between HOMO and LUMO is 9.7 eV. The calculation puts the energy relative to the best compared isomer or geometry (same formula, charge and spin) at 1.957 eV.

Atoms and positions in Å:
O1 1.829 -1.270 1.449
O2 -0.849 1.250 -2.815
O3 1.932 0.916 0.770
N1 0.453 -0.036 -1.530
N2 0.011 2.143 -0.852
C1 -0.265 1.183 -1.772
C2 -1.556 -0.473 1.150
C3 -2.190 0.257 1.836
C4 0.548 -0.868 -0.356
C5 1.512 -0.206 0.634
C6 -0.835 -1.296 0.275
H1 1.051 -1.810 -0.614
H2 0.501 -0.629 -2.352
H3 2.535 -0.956 2.002
H4 0.627 1.893 -0.033
H5 -0.552 -2.110 0.954
H6 -1.408 -1.880 -0.451
H7 -0.616 2.965 -0.759
H8 -2.727 0.927 2.464



5.
Molecular formula: C6H8N2O3
Method: DFT, ωB97M-V/def2-TZVPD

Its SMILES is CC1(C)OC12C(=O)NNC2=O. The LUMO energy comes out at 0.024 Ha. As for the net charge: 0. The gap between HOMO and LUMO is 10.2 eV. The calculation puts the energy relative to the best compared isomer or geometry (same formula, charge and spin) at 2.989 eV.

Atoms and positions in Å:
O1 -0.922 2.470 0.173
O2 0.251 -0.049 -1.507
O3 -1.222 -2.332 -0.135
N1 -2.582 -0.496 0.440
N2 -2.506 0.886 0.385
C1 1.069 -0.137 -0.402
C2 -1.495 -1.181 -0.059
C3 1.683 -1.357 0.090
C4 1.932 1.159 -0.301
C5 -0.425 0.037 -0.298
C6 -1.208 1.306 0.095
H1 1.969 1.670 0.748
H2 1.767 -1.252 1.126
H3 2.702 -1.584 -0.305
H4 2.879 0.803 -0.554
H5 -3.515 -0.859 0.353
H6 1.079 -2.387 -0.053
H7 1.504 1.974 -0.986
H8 -2.961 1.330 1.190



6.
Molecular formula: C6H8N2O4
Method: DFT, ωB97M-V/def2-TZVPD

Its SMILES is O=C(O)CN1CCNC(=O)C1=O. The LUMO energy comes out at -0.020 Ha. As for the net charge: 0. The gap between HOMO and LUMO is 9.4 eV. The calculation puts the energy relative to the best compared isomer or geometry (same formula, charge and spin) at 5.781 eV.

Atoms and positions in Å:
O1 -0.904 1.596 1.364
O2 2.135 -1.476 1.916
O3 0.667 0.185 2.866
O4 -1.603 2.890 -1.008
N1 -0.224 -0.234 0.391
N2 -0.552 1.024 -2.223
C1 -0.575 1.059 0.350
C2 0.835 -0.975 2.184
C3 0.313 -0.824 -0.724
C4 -0.959 1.791 -1.049
C5 0.701 0.189 -1.795
C6 -0.462 -1.112 1.387
H1 -0.587 -1.426 -1.174
H2 -1.428 -1.062 1.964
H3 -0.398 -2.175 0.916
H4 0.970 -1.592 -0.626
H5 0.726 -0.558 -2.606
H6 -0.245 0.621 2.424
H7 -0.268 1.457 -3.057
H8 1.859 0.622 -1.501



7.
Molecular formula: C6H8N2O4
Method: DFT, ωB97M-V/def2-TZVPD

Its SMILES is O=C(O)CN1CCNC(=O)C1=O. The LUMO energy comes out at -0.018 Ha. As for the net charge: 0. The gap between HOMO and LUMO is 9.8 eV. The calculation puts the energy relative to the best compared isomer or geometry (same formula, charge and spin) at 3.537 eV.

Atoms and positions in Å:
O1 3.063 -1.249 0.306
O2 -3.057 0.900 -0.382
O3 -2.326 -1.262 -0.702
O4 0.090 -1.987 -0.360
N1 -0.063 0.189 0.742
N2 2.350 0.870 -0.191
C1 0.117 1.652 0.285
C2 1.271 1.738 -0.728
C3 2.125 -0.500 -0.031
C4 -1.498 0.051 1.238
C5 -2.339 0.007 -0.033
C6 0.557 -0.819 0.011
H1 -1.718 1.074 1.743
H2 -0.816 2.086 -0.451
H3 1.833 2.772 -0.767
H4 0.311 2.465 1.122
H5 3.202 1.251 -0.549
H6 -1.390 -1.680 -0.469
H7 0.888 1.480 -1.700
H8 -1.871 -0.861 1.876



8.
Molecular formula: C6H8N2OS
Method: DFT, ωB97M-V/def2-TZVPD

Its SMILES is C[C@H]1SCc2[nH]c(=O)[nH]c21. The LUMO energy comes out at 0.025 Ha. As for the net charge: 0. The gap between HOMO and LUMO is 8.3 eV. The calculation puts the energy relative to the best compared isomer or geometry (same formula, charge and spin) at 1.271 eV.

Atoms and positions in Å:
S1 2.146 -0.929 -0.260
O1 -3.621 0.097 -0.091
N1 -1.383 0.825 -0.258
N2 -1.812 -1.301 0.233
C1 1.199 0.623 -0.538
C2 -0.110 0.263 -0.079
C3 -2.386 -0.045 -0.094
C4 1.619 1.868 0.284
C5 0.795 -2.078 0.233
C6 -0.412 -1.192 0.228
H1 1.145 2.759 -0.262
H2 -2.371 -2.135 0.449
H3 -1.655 1.790 -0.635
H4 0.676 -2.902 -0.469
H5 1.040 -2.585 1.160
H6 2.606 2.188 0.358
H7 1.242 0.942 -1.523
H8 1.280 1.813 1.263



9.
Molecular formula: C6H8N4
Method: DFT, ωB97M-V/def2-TZVPD

Its SMILES is [H]/N=C(/N)Nc1ccccn1. The LUMO energy comes out at 0.025 Ha. As for the net charge: 0. The gap between HOMO and LUMO is 9.4 eV. The calculation puts the energy relative to the best compared isomer or geometry (same formula, charge and spin) at 1.948 eV.

Atoms and positions in Å:
N1 -1.192 -0.922 -0.162
N2 1.140 -1.407 0.249
N3 -2.155 1.009 0.715
N4 -3.430 -0.525 -0.489
C1 1.845 1.208 -0.418
C2 0.539 0.816 -0.398
C3 -2.314 -0.137 0.012
C4 2.380 -1.008 0.281
C5 2.831 0.184 -0.008
C6 0.227 -0.469 -0.073
H1 3.193 -2.058 0.430
H2 -1.177 -2.045 -0.023
H3 4.023 0.537 0.021
H4 2.173 2.220 -0.792
H5 -0.316 1.389 -0.756
H6 -1.477 1.218 1.446
H7 -3.220 -1.418 -1.097
H8 -3.070 1.407 1.061



10.
Molecular formula: C6H8N5O3
Method: DFT, ωB97M-V/def2-TZVPD

As for the spin multiplicity: 3. The LUMO energy (alpha / beta) comes out at -0.115 / -0.243 Ha. As for the net charge: +1. As for the expectation value of S²: 2.01. The gap between HOMO and LUMO (alpha / beta) is 6.0 / 7.6 eV. The calculation puts the energy relative to the best compared isomer or geometry (same formula, charge and spin) at 0.977 eV.

Atoms and positions in Å:
O1 4.155 -1.837 -0.553
O2 -0.852 1.531 -3.801
O3 2.733 -0.481 -1.549
N1 1.158 0.756 -2.967
N2 0.364 -0.068 0.411
N3 -0.454 1.015 -1.512
N4 0.767 -1.288 2.346
N5 2.166 -1.637 0.481
C1 3.103 -1.289 -0.583
C2 -0.158 1.243 -2.882
C3 1.126 -0.978 1.081
C4 -1.761 1.330 -0.958
C5 0.607 0.407 -0.883
C6 1.546 0.137 -1.781
H1 -0.076 -0.843 2.629
H2 1.812 0.954 -3.658
H3 1.258 -1.929 3.030
H4 -2.321 0.317 -1.047
H5 2.446 -2.502 0.920
H6 -0.601 0.172 0.572
H7 -1.755 1.792 0.063
H8 -2.416 1.755 -1.816



11.
Molecular formula: C6H8NO2
Method: DFT, ωB97M-V/def2-TZVPD

As for the spin multiplicity: 3. The LUMO energy (alpha / beta) comes out at -0.181 / -0.321 Ha. As for the net charge: +1. As for the expectation value of S²: 2.01. The gap between HOMO and LUMO (alpha / beta) is 6.4 / 2.6 eV. The calculation puts the energy relative to the best compared isomer or geometry (same formula, charge and spin) at 1.031 eV.

Atoms and positions in Å:
O1 -5.625 2.320 -0.857
O2 -4.806 0.376 -0.024
N1 -4.723 -2.055 0.217
C1 7.849 2.870 -0.425
C2 -3.618 -2.400 -0.151
C3 -2.329 -2.703 -0.280
C4 -5.931 -1.998 0.737
C5 8.220 1.951 0.484
C6 -5.235 1.332 -0.460
H1 -1.891 -3.685 -0.584
H2 -6.336 -1.038 0.984
H3 9.069 2.178 1.002
H4 -6.504 -2.868 0.860
H5 7.130 2.794 -1.201
H6 8.032 0.893 0.379
H7 8.281 3.829 -0.255
H8 -1.583 -1.798 -0.426



12.
Molecular formula: C6H8NO5
Method: DFT, ωB97M-V/def2-TZVPD

Its SMILES is CC(=O)O[C@@]1(O)CCC(=O)[N+]1=O. The LUMO energy comes out at -0.282 Ha. As for the net charge: +1. The gap between HOMO and LUMO is 7.8 eV.

Atoms and positions in Å:
O1 3.278 -0.422 0.993
O2 0.519 0.558 -2.216
O3 -0.959 -0.338 -0.800
O4 1.682 -1.643 -0.896
O5 -0.642 -1.101 1.275
N1 1.429 -0.591 -0.418
C1 -1.369 -0.963 0.334
C2 0.280 0.315 -0.910
C3 -2.771 -1.443 0.234
C4 1.505 1.289 1.043
C5 0.474 1.577 -0.055
C6 2.276 0.090 0.670
H1 -3.216 -1.185 -0.721
H2 2.178 2.132 1.211
H3 -2.775 -2.523 0.384
H4 -3.347 -1.012 1.054
H5 -0.480 1.903 0.359
H6 1.026 1.073 2.004
H7 0.832 2.356 -0.731
H8 0.078 -0.069 -2.814